Arrangement P

{"formula": "C2H9N2", "method": "ωB97M-V/def2-TZVPD", "e_lumo_ha": -0.1292, "charge": 1, "spin_multiplicity": 1, "smiles": "NCC[NH3+]", "elements": ["C", "N", "C", "N", "H", "H", "H", "H", "H", "H", "H", "H", "H"], "positions_angstrom": [[0.2192, 0.0903, 1.0764], [1.2271, -0.7115, 0.3578], [-0.6985, 0.7451, -0.0033], [-0.7136, -0.1523, -1.2090], [0.7370, 0.8017, 1.7152], [-0.4815, -0.6552, 1.4577], [2.0108, -0.1841, -0.0037], [1.6185, -1.4403, 0.9466], [-0.3549, 1.7244, -0.3362], [-1.6999, 0.8280, 0.4143], [0.0016, -0.8850, -0.9521], [-1.6124, -0.5163, -1.5101], [-0.2535, 0.3551, -1.9535]]}

Arrangement Q

{"formula": "C2H9N2", "method": "ωB97M-V/def2-TZVPD", "e_lumo_ha": -0.1464, "charge": 1, "spin_multiplicity": 1, "smiles": "NCC[NH3+]", "elements": ["C", "N", "C", "N", "H", "H", "H", "H", "H", "H", "H", "H", "H"], "positions_angstrom": [[-0.6083, -0.6448, 0.0102], [-0.8665, -1.3284, -1.2387], [0.3442, 0.4692, -0.2458], [0.9508, 0.9793, 1.0377], [-0.2154, -1.3503, 0.7245], [-1.5259, -0.2359, 0.4533], [-1.6770, -1.9225, -1.2202], [-0.7564, -0.8574, -2.1194], [-0.1695, 1.3165, -0.6933], [1.1762, 0.1779, -0.8699], [1.4689, 1.8497, 0.8980], [0.2773, 1.2158, 1.7776], [1.6016, 0.3309, 1.4860]]}

Arrangement R

{"formula": "C2H9N2", "method": "ωB97M-V/def2-TZVPD", "e_lumo_ha": -0.1425, "charge": 1, "spin_multiplicity": 1, "smiles": "NCC[NH3+]", "elements": ["C", "N", "C", "N", "H", "H", "H", "H", "H", "H", "H", "H", "H"], "positions_angstrom": [[0.3549, 0.7728, -0.1148], [-0.3762, 1.6664, -1.0314], [-0.5324, -0.4421, 0.0846], [0.2831, -1.5986, 0.6713], [0.5930, 1.3024, 0.8090], [1.2797, 0.4497, -0.5960], [-0.9349, 2.3462, -0.5369], [0.2227, 2.1521, -1.6887], [-1.0099, -0.8066, -0.8193], [-1.3520, -0.2916, 0.7914], [-0.2682, -2.4396, 0.8329], [1.0541, -1.8109, 0.0385], [0.6862, -1.3003, 1.5594]]}

Which of them is most stable, and which least? Most stable: arrangement P; least stable: arrangement Q.